DFT (ωB97M-V/def2-TZVPD) results for a molecular structure, C40H63B2CdN15S.

Last column: Löwdin charge in e.
Element x y z (Å)
Cd (0.842, -0.006, 1.149)  1.405
C (3.057, 2.711, -4.762)  -0.078
C (2.377, 2.779, -3.401)  -0.375
C (2.071, 4.218, -3.004)  -0.070
C (1.127, 1.946, -3.356)  -0.275
C (0.239, 1.575, -4.383)  0.038
C (-0.711, 0.791, -3.764)  -0.230
C (-1.720, -0.069, -4.469)  -0.368
C (-1.085, -1.425, -4.785)  -0.044
C (-2.223, 0.594, -5.754)  -0.062
N (-0.413, 0.738, -2.441)  0.040
N (0.733, 1.441, -2.209)  0.132
B (-0.958, 0.257, -1.097)  -0.509
N (-1.289, -1.253, -0.791)  0.053
N (-0.417, -1.738, 0.160)  0.021
C (-0.606, -3.034, 0.284)  -0.278
C (-1.638, -3.438, -0.569)  0.044
C (-2.039, -2.293, -1.226)  -0.207
C (-3.207, -2.179, -2.152)  -0.359
C (-3.327, -3.411, -3.049)  -0.061
C (-4.492, -2.008, -1.338)  -0.054
C (0.226, -3.828, 1.245)  -0.369
C (-0.629, -4.369, 2.386)  -0.053
C (0.974, -4.942, 0.521)  -0.054
N (-1.724, 1.301, -0.162)  0.061
N (-0.914, 1.638, 0.909)  0.037
C (-1.464, 2.650, 1.539)  -0.284
C (-2.671, 2.991, 0.925)  0.026
C (-2.794, 2.137, -0.149)  -0.201
C (-3.972, 2.152, -1.081)  -0.339
C (-5.240, 1.773, -0.320)  -0.055
C (-3.791, 1.294, -2.317)  -0.045
C (-0.836, 3.311, 2.727)  -0.354
C (0.648, 2.986, 2.879)  -0.085
C (-1.611, 2.989, 4.002)  -0.056
H (3.990, 3.271, -4.752)  0.073
H (2.425, 3.142, -5.536)  0.073
H (3.280, 1.685, -5.040)  0.079
H (3.049, 2.355, -2.648)  0.133
H (1.324, 4.649, -3.669)  0.079
H (2.968, 4.833, -3.056)  0.072
H (1.685, 4.256, -1.988)  0.071
H (0.308, 1.797, -5.429)  0.103
H (-2.603, -0.236, -3.841)  0.078
H (-0.413, -1.327, -5.635)  0.086
H (-1.843, -2.162, -5.036)  0.064
H (-0.498, -1.795, -3.944)  0.089
H (-1.429, 0.670, -6.492)  0.073
H (-2.607, 1.594, -5.563)  0.081
H (-3.021, -0.001, -6.194)  0.080
H (0.065, 0.322, -0.523)  0.005
H (-2.034, -4.423, -0.700)  0.112
H (-3.074, -1.298, -2.777)  0.078
H (-3.608, -4.281, -2.462)  0.076
H (-2.394, -3.635, -3.556)  0.070
H (-4.102, -3.258, -3.798)  0.086
H (-4.691, -2.915, -0.767)  0.087
H (-5.343, -1.817, -1.988)  0.089
H (-4.413, -1.182, -0.630)  0.052
H (0.965, -3.133, 1.659)  0.103
H (-1.429, -5.003, 2.009)  0.080
H (-1.086, -3.559, 2.950)  0.056
H (-0.025, -4.962, 3.069)  0.078
H (0.281, -5.647, 0.066)  0.077
H (1.603, -5.491, 1.218)  0.078
H (1.607, -4.529, -0.260)  0.075
H (-3.338, 3.791, 1.186)  0.116
H (-4.076, 3.192, -1.412)  0.145
H (-5.149, 0.763, 0.082)  0.064
H (-6.100, 1.792, -0.983)  0.081
H (-5.431, 2.447, 0.511)  0.074
H (-3.920, 0.240, -2.073)  0.048
H (-2.798, 1.443, -2.734)  0.066
H (-4.518, 1.550, -3.086)  0.101
H (-0.930, 4.392, 2.547)  0.142
H (0.804, 1.945, 3.173)  0.039
H (1.089, 3.603, 3.661)  0.084
H (1.197, 3.157, 1.953)  0.040
H (-1.509, 1.935, 4.243)  0.046
H (-2.671, 3.211, 3.899)  0.078
H (-1.219, 3.563, 4.840)  0.080
C (4.077, -2.309, 3.769)  -0.062
C (2.730, -1.963, 3.669)  -0.175
N (2.507, -1.268, 2.562)  -0.015
N (3.693, -1.147, 1.932)  -0.030
C (4.650, -1.761, 2.638)  -0.072
B (3.680, -0.332, 0.633)  -0.601
N (4.198, -1.058, -0.592)  -0.042
C (5.382, -1.018, -1.235)  -0.094
C (5.316, -1.874, -2.309)  -0.077
C (4.019, -2.398, -2.235)  -0.177
N (3.357, -1.906, -1.207)  0.070
N (4.145, 1.105, 0.814)  -0.033
C (5.358, 1.685, 0.870)  -0.092
C (5.184, 3.025, 1.135)  -0.068
C (3.795, 3.170, 1.236)  -0.171
N (3.180, 2.017, 1.046)  0.043
H (4.562, -2.871, 4.542)  0.087
H (1.921, -2.181, 4.337)  0.083
H (5.664, -1.771, 2.293)  0.120
H (2.493, -0.225, 0.457)  0.023
H (6.181, -0.392, -0.901)  0.096
H (6.080, -2.076, -3.034)  0.083
H (3.540, -3.099, -2.889)  0.091
H (6.257, 1.117, 0.738)  0.106
H (5.940, 3.775, 1.237)  0.084
H (3.223, 4.058, 1.432)  0.094
C (-0.090, 0.948, 7.151)  -0.093
C (-0.204, -0.511, 6.728)  -0.242
C (-0.632, -0.629, 5.305)  -0.633
N (0.144, -0.404, 4.315)  0.005
N (-0.470, -0.496, 3.107)  -0.069
C (-1.746, -0.780, 3.216)  -0.722
N (-2.587, -0.939, 2.182)  0.140
S (-2.268, -0.999, 4.849)  1.110
H (0.269, 1.021, 8.174)  0.073
H (-1.054, 1.448, 7.090)  0.073
H (0.606, 1.473, 6.501)  0.076
H (-0.911, -1.044, 7.369)  0.104
H (0.762, -1.012, 6.825)  0.114
H (-2.257, -0.692, 1.263)  0.061
H (-3.580, -0.906, 2.345)  0.105

Properties
**Net charge**: 0
**LUMO energy**: 0.194 eV
**2S+1**: 1
**E_tot**: -81610.3703 eV